14 unconnected molecules or ions with the total composition C76H186N14O14 in a non-equilibrium geometry, computed with the ωB97M-V functional and the def2-TZVPD basis.

The geometry in ORCA input format:
```
! RIJCOSX wB97M-V def2-TZVPD def2/J DEFGRID3
* xyz 0 1
C -0.0507 -1.4360 -1.9039
C -0.2802 -0.1447 -1.0953
C -1.3798 0.6860 -1.7041
C -1.7956 2.0019 -0.9804
C -2.2744 1.5074 0.4539
C -1.1361 0.7544 1.0996
N -0.7151 -0.4391 0.2496
O 0.3714 -1.1230 0.9605
C -0.0477 1.6848 1.5531
C -1.7735 0.1081 2.2941
C 1.0457 0.5858 -1.2421
H -0.8057 -2.1955 -1.6585
H 0.8598 -1.8344 -1.5236
H -0.0096 -1.2722 -2.9603
H -0.9283 0.9526 -2.6669
H -2.2437 0.0788 -2.0272
H -2.5060 2.5445 -1.5377
H -0.9090 2.6579 -0.8863
H -3.0381 0.7670 0.2365
H -2.6047 2.3191 1.1381
H 0.0649 2.6145 1.0772
H -0.1074 1.8727 2.6156
H 0.9626 1.3069 1.4481
H -2.5449 -0.6017 1.9513
H -0.9444 -0.3820 2.8104
H -2.1573 0.8169 2.9724
H 1.3705 0.4387 -2.3197
H 1.7443 0.0527 -0.5363
H 1.0829 1.6669 -1.0964
H -0.0395 -1.9821 1.1339
C 7.5282 1.9225 -1.5982
C 7.0284 3.2461 -0.9596
C 6.9048 4.3229 -1.9828
C 5.7097 4.3260 -2.8946
C 4.4897 4.1979 -2.0747
C 4.4554 3.0923 -1.0757
N 5.7188 3.1426 -0.3171
O 5.6838 2.0257 0.5952
C 3.2903 3.3906 -0.0681
C 4.1934 1.8260 -1.9042
C 8.0714 3.7618 0.1304
H 8.6170 2.0612 -1.9587
H 6.8315 1.7150 -2.4574
H 7.4294 1.1651 -0.7949
H 6.8818 5.3212 -1.3657
H 7.7821 4.3701 -2.5589
H 5.6463 3.5056 -3.6626
H 5.6696 5.2940 -3.4505
H 3.6161 4.0521 -2.6698
H 4.3668 5.1326 -1.5200
H 3.5843 4.2199 0.6197
H 2.3240 3.6513 -0.5887
H 3.0756 2.4454 0.4952
H 4.3133 0.9024 -1.3197
H 3.1679 1.6924 -2.0925
H 4.8059 1.7651 -2.7929
H 8.1252 2.9926 0.9222
H 7.5861 4.6219 0.5385
H 9.0333 3.9488 -0.3318
H 5.5074 2.4449 1.4576
C 3.2949 -2.7069 -2.7337
C 4.6613 -3.2897 -2.1930
C 5.4203 -2.1841 -1.5221
C 4.7994 -1.7635 -0.1717
C 4.9118 -2.9685 0.6799
C 4.2127 -4.2609 0.1455
N 4.5932 -4.5187 -1.2665
O 3.7791 -5.5302 -1.7899
C 4.7505 -5.4948 0.9449
C 2.6577 -4.0339 0.3251
C 5.3423 -3.7993 -3.4790
H 3.5083 -2.3018 -3.7415
H 2.8004 -1.8207 -2.2875
H 2.5782 -3.5109 -2.9462
H 6.3151 -2.5845 -1.2030
H 5.4142 -1.3685 -2.2040
H 3.7809 -1.3279 -0.3250
H 5.4093 -1.0015 0.3437
H 4.4671 -2.7336 1.6542
H 5.9550 -3.2662 0.8937
H 4.1460 -6.3512 0.6280
H 5.7947 -5.6118 0.7574
H 4.5594 -5.4510 2.0755
H 2.2990 -4.2372 1.3516
H 2.3470 -3.0181 0.1532
H 2.1100 -4.6286 -0.4121
H 5.6735 -2.9340 -4.0631
H 4.5316 -4.2712 -4.0109
H 6.0780 -4.6016 -3.3814
H 4.3626 -6.2456 -2.0570
C 1.4258 -6.0701 -4.7199
C 0.9095 -5.1740 -5.8381
C 0.5878 -5.9536 -7.1139
C -0.8986 -6.4729 -7.2348
C -1.9310 -5.5330 -6.7555
C -1.5882 -4.7299 -5.4469
N -0.2024 -4.2781 -5.5781
O 0.2101 -3.4273 -4.4600
C -2.5384 -3.5756 -5.3787
C -1.7427 -5.5946 -4.1828
C 2.2039 -4.3545 -6.1525
H 2.3865 -6.4787 -5.1052
H 0.8057 -6.9275 -4.4954
H 1.4965 -5.3006 -3.8582
H 0.8255 -5.2956 -8.0097
H 1.1742 -6.9284 -7.1250
H -0.9841 -7.4903 -6.7273
H -1.1518 -6.7211 -8.2858
H -2.9233 -5.9853 -6.5168
H -1.9071 -4.7981 -7.5658
H -2.4040 -3.0533 -4.4365
H -2.4073 -2.9475 -6.2678
H -3.5843 -3.9663 -5.3795
H -1.0728 -6.4230 -4.1627
H -1.5458 -5.0428 -3.1873
H -2.7453 -6.0559 -4.2102
H 1.9954 -3.5275 -6.8508
H 2.9399 -4.9659 -6.6119
H 2.5573 -3.9494 -5.1992
H 0.6664 -2.6883 -4.8728
C -5.5931 4.9880 4.5970
C -5.7973 4.5842 3.1775
C -5.0139 5.4393 2.2314
O -5.6615 6.6668 2.3323
C -5.0909 7.6646 1.5550
N -5.3001 3.2115 3.0794
H -6.2677 4.3803 5.2467
H -5.8447 6.0260 4.8312
H -4.6029 4.7760 4.9556
H -6.7743 4.5755 2.7845
H -5.1492 5.0523 1.1928
H -3.9407 5.5730 2.3750
H -5.7235 8.5509 1.6423
H -5.1420 7.4052 0.5162
H -4.0674 7.9533 1.7551
H -5.8260 2.7087 2.3491
H -5.3970 2.6547 3.9245
C 3.7530 -0.6588 -5.8571
C 2.5715 -0.1919 -5.0654
C 2.4292 1.3291 -5.0420
O 1.1847 1.6293 -4.4358
C 1.0339 2.9729 -4.0618
N 1.4005 -0.9008 -5.5755
H 4.6431 -0.5556 -5.2904
H 3.8357 -0.0585 -6.7587
H 3.6282 -1.7043 -6.1839
H 2.5954 -0.4525 -3.9736
H 2.4015 1.7424 -6.0673
H 3.2685 1.7849 -4.4818
H 1.6595 3.1949 -3.1425
H 0.0063 3.0998 -3.8520
H 1.2827 3.6220 -4.9470
H 1.4666 -0.8353 -6.6093
H 0.5945 -0.4732 -5.2460
C -4.8836 4.5686 -1.7018
C -5.1473 3.1285 -2.0784
C -5.8177 2.2908 -1.0352
O -6.9840 2.9075 -0.5467
C -7.7748 2.1186 0.2444
N -5.9851 3.0617 -3.3121
H -5.8015 5.1814 -1.6587
H -4.2901 5.0312 -2.4408
H -4.4494 4.7240 -0.6623
H -4.1985 2.6659 -2.3019
H -5.1131 2.0453 -0.2089
H -6.1300 1.3369 -1.4962
H -8.0585 1.1475 -0.2193
H -8.6100 2.6977 0.5095
H -7.2723 1.8703 1.2421
H -6.8797 3.4150 -3.0256
H -5.6133 3.6902 -3.9682
C 1.3395 -3.9148 7.6297
C 0.6605 -3.2477 6.4250
C 0.2728 -1.8181 6.6833
O 1.3656 -1.0440 7.0059
C 1.0548 0.1735 7.6076
N 1.3970 -3.3072 5.1775
H 1.6712 -4.9261 7.3709
H 0.6771 -4.0917 8.4291
H 2.1842 -3.3581 7.9746
H -0.2482 -3.7848 6.2986
H -0.4966 -1.6586 7.4213
H -0.1413 -1.3825 5.7733
H 1.8309 0.8758 7.5479
H 0.6831 -0.0545 8.6498
H 0.2086 0.6096 7.0474
H 1.5389 -4.3219 5.0163
H 2.3472 -2.9181 5.3120
C 6.3384 0.8241 5.7141
C 5.8397 -0.1224 4.5866
C 4.2979 -0.1585 4.6373
O 3.7920 -1.0363 3.7407
C 2.5066 -0.7278 3.2994
N 6.2518 0.3053 3.3224
H 6.2660 1.8285 5.4710
H 7.4233 0.6250 5.8757
H 5.7694 0.7365 6.6568
H 6.2351 -1.1232 4.7814
H 3.9397 0.8837 4.4311
H 3.9805 -0.4406 5.6720
H 2.4902 0.2279 2.7508
H 1.7934 -0.5689 4.1603
H 2.1447 -1.4605 2.6052
H 5.8210 -0.3542 2.6281
H 7.2563 0.2365 3.2351
C -2.5070 2.1045 6.7082
C -3.2529 0.7681 6.6553
C -4.3175 0.6885 7.7407
O -3.7366 0.9373 8.9627
C -4.6822 0.6695 10.0338
N -3.9605 0.7448 5.3949
H -3.1989 2.9486 6.7093
H -1.8160 2.1483 5.8975
H -1.8555 2.1759 7.5507
H -2.5834 -0.0799 6.7767
H -4.6404 -0.3271 7.7016
H -5.1040 1.4363 7.5566
H -4.2910 1.1569 10.9428
H -4.9195 -0.3826 10.1853
H -5.6773 1.1644 9.8521
H -3.5032 1.3044 4.6755
H -4.0086 -0.1756 4.9970
C -3.8077 -2.7677 5.7017
C -5.2209 -2.7052 5.0210
C -5.1545 -2.7203 3.4920
O -4.4837 -1.5743 3.0144
C -5.4187 -0.7012 2.4256
N -6.0419 -3.8705 5.5480
H -3.2345 -1.9536 5.2817
H -3.3673 -3.7627 5.5353
H -3.8892 -2.5968 6.7570
H -5.7346 -1.8123 5.3135
H -6.2105 -2.6621 3.2250
H -4.7276 -3.6513 3.1541
H -5.9306 -1.1268 1.5748
H -4.8256 0.1122 2.0154
H -6.1854 -0.3864 3.1280
H -6.9981 -3.6308 5.3850
H -5.8187 -4.7449 5.0801
C 3.2155 7.6559 -3.0731
C 1.9891 6.7896 -2.8927
C 1.6352 6.5562 -1.4025
O 0.4426 5.8359 -1.3954
C -0.2091 5.8126 -0.1279
N 0.8389 7.3570 -3.4910
H 4.1321 7.2894 -2.5631
H 3.0247 8.7071 -2.7130
H 3.5427 7.6192 -4.1168
H 2.2112 5.8004 -3.3336
H 1.5142 7.4719 -0.8337
H 2.3756 5.9556 -0.8468
H -0.3757 6.8011 0.2420
H 0.4240 5.2897 0.5814
H -1.0765 5.2086 -0.2019
H 0.0967 6.6818 -3.3969
H 0.9902 7.6804 -4.4228
C -1.9899 -5.1440 0.9092
C -1.6219 -4.4809 2.2564
C -1.6926 -5.4038 3.4161
O -2.9990 -5.9218 3.3925
C -3.4347 -6.5747 4.6268
N -0.3054 -3.8744 2.0752
H -3.0208 -5.4331 0.8550
H -1.3319 -5.9680 0.5519
H -1.7015 -4.3023 0.2537
H -2.3391 -3.6460 2.4500
H -1.5451 -4.9078 4.3769
H -0.9723 -6.2653 3.3063
H -3.2365 -5.9440 5.5467
H -2.8805 -7.4689 4.6754
H -4.5099 -6.6880 4.4305
H 0.2319 -4.5725 1.5401
H 0.2719 -3.7369 2.9052
C -1.9061 0.5919 -5.4960
C -3.4044 0.7812 -5.8525
C -3.6473 2.1745 -6.4128
O -3.1440 3.1801 -5.5446
C -3.2876 4.4637 -6.2426
N -3.9103 -0.1767 -6.8174
H -1.2414 0.7475 -6.4091
H -1.7047 -0.4798 -5.2079
H -1.6766 1.3666 -4.7535
H -3.9874 0.7316 -4.9254
H -4.7067 2.2945 -6.6421
H -3.1670 2.1344 -7.3929
H -2.5350 4.4964 -7.0443
H -3.0936 5.2561 -5.5303
H -4.2728 4.5541 -6.7343
H -3.8049 -1.1081 -6.5082
H -4.9042 -0.0945 -6.9040
*
```

Output
**DFT total energy**: -4826.74807 hartree
**Energy above the lowest of the compared OMol25 structures with the same formula, charge and spin**: 2.343 eV
**Highest occupied orbital energy**: -7.93 eV
**M**: 1520.41 g mol⁻¹